No. 1
DFT (ωB97M-V/def2-TZVPD) results for a 11-piece molecular cluster, C5H30NO12 overall at a distorted geometry.

CARTESIAN COORDINATES (ANGSTROEM)
C  2.892  -0.175  2.106
C  2.044  -0.226  0.825
C  1.186  1.055  0.753
C  0.363  1.342  -0.545
C  0.886  0.563  -1.760
O  1.581  1.131  -2.614
O  0.577  -0.672  -1.777
N  1.029  -1.291  0.867
H  2.984  -1.190  2.505
H  3.904  0.030  1.756
H  2.568  0.530  2.865
H  2.752  -0.301  -0.003
H  1.938  1.832  0.816
H  0.447  1.136  1.548
H  0.427  2.430  -0.727
H  -0.696  1.101  -0.443
H  0.618  -1.332  -0.070
H  1.395  -2.194  1.151
H  1.918  3.227  -0.714
H  2.401  3.671  0.755
O  1.850  3.864  0.001
H  -1.311  -0.975  -1.793
H  -2.079  -1.089  -3.021
O  -2.163  -0.653  -2.148
H  -1.015  2.562  -2.155
H  -2.263  1.814  -2.535
O  -1.755  2.604  -2.769
H  1.565  -1.869  -3.041
H  2.277  -0.622  -3.425
O  1.988  -1.466  -3.807
H  0.048  -1.164  -4.353
H  -0.312  -2.592  -4.333
O  -0.733  -1.734  -4.213
H  -0.700  -1.354  1.458
H  -1.712  -1.973  2.491
O  -1.650  -1.400  1.721
H  -2.671  -2.964  0.676
H  -2.838  -3.379  -0.828
O  -2.850  -3.697  0.077
H  -0.984  2.482  3.981
H  -2.027  1.403  3.600
O  -1.893  2.350  3.706
H  -3.141  1.110  -0.354
H  -3.105  -0.114  0.482
O  -3.604  0.710  0.392
H  0.522  -1.129  4.698
H  -0.294  -0.630  3.617
O  -0.363  -0.756  4.579

Values from the calculation:
**Maximum force**: 2.34 eV/A
**HOMO-LUMO gap**: 8.644 eV
**Energy**: -1166.24458 a.u.
**Total charge**: -1
**Highest occupied orbital energy**: -6.340 eV

Atomic partial charges in e from the Löwdin method, atoms 1 to 4: atom 1 (C): -0.062, atom 2 (C): -0.408, atom 3 (C): -0.138, atom 4 (C): -0.100

No. 2
DFT (ωB97M-V/def2-TZVPD) results for a 11-piece molecular cluster, C5H30O13 overall at a distorted geometry.

CARTESIAN COORDINATES (ANGSTROEM)
O  0.682  -1.068  -1.608
C  1.529  -1.789  -1.136
O  1.411  -3.116  -1.025
C  2.821  -1.268  -0.559
C  2.590  -0.826  0.887
C  2.668  0.723  1.081
C  1.366  1.266  1.682
O  1.123  2.642  1.395
H  1.183  -4.913  1.413
H  3.168  -0.471  -1.207
H  3.512  -2.100  -0.596
H  1.617  -1.120  1.290
H  3.293  -1.282  1.583
H  2.888  1.190  0.123
H  3.543  0.921  1.699
H  1.565  1.196  2.747
H  0.516  0.678  1.340
H  0.808  2.664  0.484
H  -4.403  1.272  2.141
H  -3.246  0.324  1.741
O  -3.837  1.025  1.409
H  1.273  1.948  -3.037
H  0.561  2.143  -1.697
O  0.555  2.431  -2.614
H  1.722  -4.798  -0.082
H  0.462  -3.387  -1.206
O  1.563  -5.380  0.671
H  -2.650  -0.581  -0.548
H  -2.539  -0.501  -2.129
O  -2.921  -0.992  -1.364
H  -0.538  2.634  2.562
H  -0.641  2.994  4.050
O  -1.162  2.700  3.298
H  -2.010  -1.719  1.753
H  -3.567  -2.019  1.566
O  -2.902  -1.521  2.042
H  -0.902  0.918  -2.866
H  -2.039  1.497  -1.909
O  -1.845  1.074  -2.754
H  2.545  3.788  0.127
H  1.973  4.439  -1.231
O  2.504  3.749  -0.829
H  -1.694  -2.541  -1.610
H  -1.855  -3.782  -0.688
O  -1.216  -3.138  -1.007
H  -2.614  1.837  0.411
H  -1.947  3.230  0.316
O  -1.935  2.350  -0.069

Values from the calculation:
**Maximum force**: 1.39 eV/A
**SMILES**: O=C(O)CCCCO.O.O.O.O.O.O.O.O.O.O
**HOMO-LUMO gap**: 10.566 eV
**Energy**: -1186.64326 a.u.
**Highest occupied orbital energy**: -10.533 eV

Atomic partial charges in e from the Löwdin method, atoms 1 to 4: atom 1 (O): 0.098, atom 2 (C): -0.529, atom 3 (O): 0.058, atom 4 (C): -0.087

No. 3
DFT (ωB97M-V/def2-TZVPD) results for a 10-piece molecular cluster, C5H31N2O10 overall at a distorted geometry.

CARTESIAN COORDINATES (ANGSTROEM)
C  1.031  2.580  0.105
C  0.633  1.138  -0.005
C  1.813  0.104  -0.500
C  1.215  -0.600  -1.757
N  -0.232  -1.041  -1.494
N  0.301  0.761  1.494
C  0.053  -0.686  1.809
O  -1.079  -1.021  1.065
H  0.328  3.350  -0.339
H  2.021  2.778  -0.270
H  1.030  2.972  1.054
H  -0.305  1.141  -0.540
H  2.739  0.703  -0.556
H  2.090  -0.636  0.250
H  1.760  -1.420  -2.096
H  0.887  0.246  -2.447
H  -0.359  -2.025  -1.747
H  -0.507  -1.034  -0.419
H  -0.557  1.255  1.934
H  -0.303  -0.696  2.803
H  0.957  -1.278  1.620
H  3.871  1.401  1.790
H  4.113  -0.096  1.717
O  4.426  0.733  1.168
H  -1.594  -2.289  0.534
H  -2.584  -2.969  -0.560
O  -1.795  -3.163  -0.094
H  3.494  2.095  -1.511
H  2.566  2.319  -2.754
O  3.294  2.726  -2.192
H  -3.531  0.028  1.892
H  -2.163  0.185  1.794
O  -2.918  0.696  2.131
H  -1.733  2.402  -2.713
H  -1.705  1.742  -1.454
O  -1.516  2.645  -1.866
H  -3.791  -0.207  -1.972
H  -2.330  -0.464  -2.131
O  -3.085  -0.117  -2.617
H  -4.036  -1.927  -0.672
H  -3.077  -0.999  0.195
O  -4.013  -1.158  -0.243
H  -0.490  -4.145  -0.354
H  0.748  -3.858  0.348
O  0.351  -4.603  -0.052
H  1.740  1.114  2.496
H  2.104  2.031  3.540
O  2.542  1.389  3.032

Values from the calculation:
**Maximum force**: 7.37 eV/A
**HOMO-LUMO gap**: 8.765 eV
**Energy**: -1070.96534 a.u.
**Total charge**: -1
**Highest occupied orbital energy**: -5.890 eV

Atomic partial charges in e from the Löwdin method, atoms 1 to 4: atom 1 (C): -0.074, atom 2 (C): -0.265, atom 3 (C): -0.111, atom 4 (C): -0.206

Energy above the lowest of the compared OMol25 structures with the same formula, charge and spin, respectively: 199.54, 112.50, 323.09 kJ/mol.